AgBr | ωB97M-V/def2-TZVPD

Geometry as XYZ:
```
2
Properties=species:S:1:pos:R:3:forces:R:3:lowdin_charge:R:1
Ag -0.220 -0.788 -1.073 -0.1 -0.5 -0.6 0.871
Br 0.220 0.788 1.073 0.1 0.5 0.6 1.129
```
Positions in Å, forces in eV/Å.

Highest occupied orbital energy (spin up / spin down) = -24.5 / -24.2 eV
Molecular weight = 187.8 g mol⁻¹
Frontier orbital gap (spin up / spin down) = 12.45 / 6.70 eV
2S+1 = 3
Energy relative to the best compared isomer or geometry (same formula, charge and spin) = 2.08 kcal/mol
Charge = +2
Electronic energy = -74015.094 eV